Entry 1:
Formula: C29H25Br2F4MoN8S3
Source: OMol25
Level of theory: ωB97M-V/def2-TZVPD

Calculated values
2S+1   3
ΔE to the lowest compared entry with this formula, charge and spin   25.23 kJ/mol
Total charge   +1
HOMO energy (spin up / spin down)   -0.38056 / -0.41085 hartree

Last column: Mulliken charge in e.
CARTESIAN COORDINATES (ANGSTROEM)
Br -1.382 2.262 -1.373  -0.088
C 3.071 -1.747 -4.936  0.263
C 2.617 -2.474 -8.629  -0.003
C -3.430 -1.126 0.808  -0.708
C 3.049 -1.875 -7.421  0.607
H 2.493 1.662 -3.866  0.523
F 4.159 -0.985 -4.953  -0.342
C -1.835 0.399 1.889  -0.063
H 1.099 0.209 -2.401  0.623
H 4.930 -3.046 2.092  0.483
H -2.647 2.723 3.577  0.251
C 2.629 1.937 -0.065  0.687
C 3.466 2.762 -0.808  -0.783
H -0.137 2.585 3.020  0.401
C 3.997 -3.586 2.243  -1.496
C 3.422 2.657 -2.183  -0.342
F -0.233 -4.129 -4.711  -0.324
H -3.426 0.981 -1.982  0.198
H -3.373 1.455 4.566  0.489
C -4.532 -0.147 1.150  -0.527
C 4.033 -0.868 -7.584  0.034
H -5.502 -0.641 1.168  0.396
C -2.505 1.189 -2.509  -0.470
N -2.837 0.843 2.665  0.230
C 0.861 -3.372 -4.760  0.284
H 3.925 -4.361 1.476  0.313
H -1.202 0.293 4.742  0.300
H 0.768 1.209 3.628  0.466
S 2.421 1.900 1.661  -0.415
H 4.119 3.460 -0.304  0.521
F 3.158 -1.629 -2.610  -0.399
H 4.057 3.285 -2.793  0.423
C 2.816 -2.665 2.155  0.717
C 2.537 -2.072 -3.713  0.598
Mo 1.086 -0.138 1.062  -0.196
C 1.204 -4.476 2.864  -1.413
H -3.419 -1.963 1.515  0.342
N 1.835 1.028 -0.654  0.442
H 1.161 -5.118 1.980  0.303
H -0.978 1.973 5.242  0.422
Br -1.701 -0.490 -3.018  -0.062
C 1.532 -3.070 2.460  0.643
H -1.401 -0.851 0.358  -0.326
N -0.307 -5.375 -1.588  -0.512
H -3.546 -1.534 -0.192  0.420
C 0.203 -4.401 -1.930  -0.282
H -4.851 1.323 2.693  0.485
N 2.317 -2.936 -9.642  -0.453
C 1.787 0.935 -1.991  -0.244
C 2.518 -2.228 -6.140  0.249
H -2.680 1.747 -3.419  0.466
N -2.164 -0.398 0.841  0.791
N 4.803 -0.026 -7.749  -0.471
F 0.791 -3.559 -7.065  -0.300
C -0.216 1.530 3.290  -0.995
C 2.557 1.743 -2.790  -1.123
C -2.582 1.665 3.847  -0.735
H -4.471 -0.289 3.295  0.390
H 1.960 -4.885 3.533  0.359
N 0.836 -1.495 -0.370  0.153
S 0.294 -1.912 2.441  -0.216
C -1.221 1.330 4.397  -0.844
C 0.887 -2.270 -1.257  -0.101
H 4.036 -4.083 3.213  0.351
S 3.114 -1.034 1.771  -0.221
H -4.570 0.644 0.400  0.169
C 1.403 -2.874 -3.577  0.585
N -0.554 0.748 2.081  0.533
C 1.397 -3.070 -5.992  0.179
H 0.236 -4.525 3.358  0.458
C 0.838 -3.167 -2.264  -0.234
C -4.240 0.438 2.511  -0.858


Entry 2:
Formula: C29H25Cl2N7O5RhS3
Source: OMol25
Level of theory: ωB97M-V/def2-TZVPD

Calculated values
Total charge   +1
HOMO energy   -0.32317 hartree

Last column: Mulliken charge in e.
CARTESIAN COORDINATES (ANGSTROEM)
H -0.104 -1.485 5.830  0.446
H 2.085 -4.432 0.059  0.399
N 0.882 7.586 -0.325  -0.471
H 2.368 -1.348 6.021  0.462
C -0.061 -1.483 3.680  -0.225
S -1.708 7.671 0.606  1.130
O -2.508 6.552 1.014  -0.642
H -1.134 -1.571 3.587  0.494
H -3.059 -1.177 -5.836  0.447
H 2.202 0.420 -1.008  0.549
C -3.333 -1.235 -3.664  -0.456
H -1.530 1.092 0.658  0.673
H -1.243 3.523 0.512  0.758
C -4.159 -1.636 -1.027  -0.858
H -5.711 -1.634 0.437  0.460
C -0.482 -4.575 -1.254  -1.348
N -1.346 -1.404 -4.580  0.263
N -2.399 -1.387 -2.638  0.366
C 4.125 -1.436 1.477  0.264
O -1.238 -3.906 1.183  -0.687
N -1.925 -1.246 -0.274  0.385
Cl 5.012 -1.509 0.015  -0.207
H 0.310 -2.322 -5.459  0.335
H 2.932 5.052 -1.085  0.369
H -4.088 -1.157 2.301  0.544
H -1.687 -1.016 1.744  0.198
O 2.106 -1.529 0.275  -0.387
C 4.088 -1.354 3.883  0.697
H 5.870 -1.383 2.704  0.509
N -0.173 5.553 0.077  -0.241
C 1.334 -4.490 0.838  -1.251
H -0.715 -5.598 -0.987  0.515
C 1.986 -1.399 2.647  -0.056
C -3.757 -1.262 1.284  -0.688
H 0.357 -0.553 -5.429  0.379
C -2.676 -1.254 -4.840  -0.750
C 2.668 -1.370 3.889  -0.277
H -1.336 -4.124 -1.748  0.256
C 1.468 1.135 -0.661  -0.629
C 2.039 5.557 -0.761  -0.470
H 1.688 -3.985 1.730  0.288
N 0.644 -1.437 2.567  0.439
H -4.842 -1.895 -1.816  0.467
C 0.902 4.821 -0.338  0.106
C -0.295 -1.420 -5.560  -0.854
C -0.615 1.504 0.258  -0.762
C 1.983 6.928 -0.740  -0.566
C 4.791 -1.389 2.694  -0.573
C -0.088 6.823 0.052  0.198
H 2.673 2.810 -1.129  0.387
H -4.374 -1.071 -3.488  0.540
O -2.013 8.260 -0.672  -0.660
C -4.656 -1.521 0.250  -0.970
C -2.427 -1.171 0.973  -0.069
H 2.805 7.554 -1.058  0.427
C 1.729 2.477 -0.731  -1.270
C 2.705 -1.437 1.393  -0.077
C -2.795 -1.435 -1.293  0.673
H 1.086 -5.517 1.073  0.532
C -0.456 2.857 0.192  -0.980
N 0.320 0.626 -0.168  0.541
S 0.387 -1.664 -2.610  -0.365
C 0.517 -1.453 4.950  -1.270
H -0.739 -1.388 -6.553  0.310
Cl 4.954 -1.288 5.358  -0.238
O -1.173 8.505 1.645  -0.655
C -1.160 -1.472 -3.238  0.279
S -0.152 -3.611 0.263  1.290
Rh 0.111 -1.376 -0.008  1.603
C 0.754 3.406 -0.298  1.310
C 1.886 -1.380 5.058  -0.747
H 0.387 -4.524 -1.897  0.414


Entry 3:
Formula: C29H25KN3O5S4Sb2
Source: OMol25
Level of theory: ωB97M-V/def2-TZVPD

Calculated values
2S+1   2
Total charge   -2
HOMO energy (spin up / spin down)   -0.07495 / -0.09309 hartree

Last column: Mulliken charge in e.
CARTESIAN COORDINATES (ANGSTROEM)
N -1.349 -0.242 3.299  0.278
C -1.434 -1.359 -4.961  -0.874
C -1.560 -0.437 -5.998  -0.405
H -0.602 2.352 -4.339  0.273
C -0.397 5.702 -2.501  -0.464
O -1.947 -3.267 1.677  -0.542
N -4.368 1.931 7.173  -0.554
H -0.491 -5.522 1.257  0.454
H -1.667 -2.405 -5.132  0.389
H 4.851 -0.073 -2.889  0.380
S 1.073 2.358 4.514  -0.671
H 1.068 -5.317 3.227  0.310
H -2.320 2.949 -2.028  0.296
C 1.684 -1.738 -1.446  -0.259
O -1.318 -2.994 -0.471  -0.341
C 2.810 0.203 -2.292  -0.406
O 1.753 -2.158 3.458  -0.734
H 2.826 1.260 -2.544  0.151
Sb -0.052 0.897 -1.355  1.874
C -1.666 -0.928 4.399  -0.250
C -2.891 0.892 5.297  0.766
C -1.538 4.914 -2.405  -0.534
H 4.889 -2.473 -2.272  0.341
K 0.494 -1.380 1.779  1.439
H 0.277 -4.777 -0.171  0.281
H -0.934 -1.677 -2.913  0.166
C -1.427 3.563 -2.096  -0.171
C -3.711 1.480 6.344  -0.036
H -1.892 -0.759 -6.979  0.332
C 0.956 3.791 -1.944  -0.243
C 3.983 -1.893 -2.146  -0.573
H -0.277 -4.160 3.318  0.314
C -0.179 2.993 -1.870  0.093
H 2.850 -3.535 -1.349  0.362
H -2.645 -0.998 6.311  0.449
N 0.349 2.571 1.123  -0.526
H 0.796 -2.224 -1.059  0.430
H 1.746 5.751 -2.326  0.375
H -1.518 1.543 2.287  0.370
S 2.452 0.789 1.150  -0.152
H -2.516 5.353 -2.565  0.384
O 0.910 -4.023 1.609  -0.322
C -2.579 1.614 4.162  -0.843
H 1.934 3.378 -1.711  0.269
C -0.837 1.305 -4.493  -0.504
C 0.970 1.614 0.572  -0.050
S 4.751 1.444 4.076  -0.674
H -1.349 1.622 -6.560  0.377
C 3.962 -0.546 -2.489  -0.627
C 0.853 5.138 -2.271  -0.691
C -1.795 1.008 3.189  -0.425
C -2.423 -0.409 5.433  -0.767
C 1.660 -0.378 -1.758  0.331
C 2.840 -2.488 -1.628  -0.552
Sb 2.586 0.824 3.722  0.598
H -0.482 6.756 -2.740  0.355
H -1.298 -1.948 4.456  0.202
C -0.128 -4.588 0.821  -0.396
H -2.910 2.636 4.038  0.469
C -1.258 0.895 -5.760  -0.657
C 0.770 -4.287 3.026  -0.377
O 1.979 -3.822 4.978  -0.764
H -1.765 -2.091 -0.433  -0.061
S -1.927 0.002 -0.321  -0.771
C -1.014 -0.939 -3.706  -0.030
C -0.711 0.401 -3.440  0.483
C 1.606 -3.334 3.906  0.258
H 0.762 2.814 2.032  0.099
C -1.265 -3.573 0.727  0.293


Please write out number 1 again, unchanged.
Formula: C29H25Br2F4MoN8S3
Source: OMol25
Level of theory: ωB97M-V/def2-TZVPD

Calculated values
2S+1   3
ΔE to the lowest compared entry with this formula, charge and spin   25.23 kJ/mol
Total charge   +1
HOMO energy (spin up / spin down)   -0.38056 / -0.41085 hartree

Last column: Mulliken charge in e.
CARTESIAN COORDINATES (ANGSTROEM)
Br -1.382 2.262 -1.373  -0.088
C 3.071 -1.747 -4.936  0.263
C 2.617 -2.474 -8.629  -0.003
C -3.430 -1.126 0.808  -0.708
C 3.049 -1.875 -7.421  0.607
H 2.493 1.662 -3.866  0.523
F 4.159 -0.985 -4.953  -0.342
C -1.835 0.399 1.889  -0.063
H 1.099 0.209 -2.401  0.623
H 4.930 -3.046 2.092  0.483
H -2.647 2.723 3.577  0.251
C 2.629 1.937 -0.065  0.687
C 3.466 2.762 -0.808  -0.783
H -0.137 2.585 3.020  0.401
C 3.997 -3.586 2.243  -1.496
C 3.422 2.657 -2.183  -0.342
F -0.233 -4.129 -4.711  -0.324
H -3.426 0.981 -1.982  0.198
H -3.373 1.455 4.566  0.489
C -4.532 -0.147 1.150  -0.527
C 4.033 -0.868 -7.584  0.034
H -5.502 -0.641 1.168  0.396
C -2.505 1.189 -2.509  -0.470
N -2.837 0.843 2.665  0.230
C 0.861 -3.372 -4.760  0.284
H 3.925 -4.361 1.476  0.313
H -1.202 0.293 4.742  0.300
H 0.768 1.209 3.628  0.466
S 2.421 1.900 1.661  -0.415
H 4.119 3.460 -0.304  0.521
F 3.158 -1.629 -2.610  -0.399
H 4.057 3.285 -2.793  0.423
C 2.816 -2.665 2.155  0.717
C 2.537 -2.072 -3.713  0.598
Mo 1.086 -0.138 1.062  -0.196
C 1.204 -4.476 2.864  -1.413
H -3.419 -1.963 1.515  0.342
N 1.835 1.028 -0.654  0.442
H 1.161 -5.118 1.980  0.303
H -0.978 1.973 5.242  0.422
Br -1.701 -0.490 -3.018  -0.062
C 1.532 -3.070 2.460  0.643
H -1.401 -0.851 0.358  -0.326
N -0.307 -5.375 -1.588  -0.512
H -3.546 -1.534 -0.192  0.420
C 0.203 -4.401 -1.930  -0.282
H -4.851 1.323 2.693  0.485
N 2.317 -2.936 -9.642  -0.453
C 1.787 0.935 -1.991  -0.244
C 2.518 -2.228 -6.140  0.249
H -2.680 1.747 -3.419  0.466
N -2.164 -0.398 0.841  0.791
N 4.803 -0.026 -7.749  -0.471
F 0.791 -3.559 -7.065  -0.300
C -0.216 1.530 3.290  -0.995
C 2.557 1.743 -2.790  -1.123
C -2.582 1.665 3.847  -0.735
H -4.471 -0.289 3.295  0.390
H 1.960 -4.885 3.533  0.359
N 0.836 -1.495 -0.370  0.153
S 0.294 -1.912 2.441  -0.216
C -1.221 1.330 4.397  -0.844
C 0.887 -2.270 -1.257  -0.101
H 4.036 -4.083 3.213  0.351
S 3.114 -1.034 1.771  -0.221
H -4.570 0.644 0.400  0.169
C 1.403 -2.874 -3.577  0.585
N -0.554 0.748 2.081  0.533
C 1.397 -3.070 -5.992  0.179
H 0.236 -4.525 3.358  0.458
C 0.838 -3.167 -2.264  -0.234
C -4.240 0.438 2.511  -0.858